[1]
{"formula": "C6H14", "method": "ωB97M-V/def2-TZVPD", "lumo_ha": 0.0421, "smiles": "C=C(C)C(C)C.[H][H]", "de_lowest_kj_mol": 153.8, "homo_ev": -9.243, "species": ["C", "C", "C", "C", "C", "C", "H", "H", "H", "H", "H", "H", "H", "H", "H", "H", "H", "H", "H", "H"], "xyz": [[-1.67229, 1.09110, -0.27788], [-0.69451, 0.18577, -0.25266], [-0.94781, -1.25126, -0.63367], [0.73078, 0.59766, 0.07774], [1.44424, -0.33195, 1.06693], [1.53339, 0.72227, -1.22266], [-1.48948, 2.13319, -0.02296], [-2.68935, 0.82711, -0.56151], [-2.18680, -0.35949, 1.91846], [-1.88354, -0.84963, 2.38872], [-0.53280, -1.47300, -1.62529], [-2.01984, -1.46778, -0.66320], [-0.48460, -1.94935, 0.07283], [0.67735, 1.59291, 0.53922], [1.58985, -1.33525, 0.64909], [0.89219, -0.43280, 2.00840], [2.43825, 0.06673, 1.30135], [1.02056, 1.39046, -1.92230], [2.53630, 1.11986, -1.03180], [1.64612, -0.25539, -1.70718]], "forces_ev_per_a": [[0.0839, -0.0632, -0.0143], [-0.1121, 0.1227, -0.0558], [-0.0159, -0.0481, -0.0071], [-0.0130, 0.0581, 0.0132], [0.0066, -0.0467, 0.0246], [0.0489, -0.0011, -0.0942], [0.0025, -0.1564, -0.0248], [0.1541, 0.0047, 0.0607], [0.0561, -0.0788, 0.1108], [-0.0980, -0.0238, 0.0622], [-0.0158, 0.0291, 0.1548], [0.1536, 0.0742, -0.0292], [-0.0846, 0.1306, -0.0746], [-0.0131, -0.1207, -0.0987], [-0.0310, 0.1589, 0.0381], [0.0445, 0.0263, -0.1651], [-0.1610, -0.0438, -0.0322], [0.1163, -0.0873, 0.0784], [-0.1220, -0.0705, -0.0097], [0.0000, 0.1360, 0.0629]], "nbo_charge": [-0.427, 0.061, -0.662, -0.262, -0.605, -0.598, 0.195, 0.194, 0.011, -0.016, 0.220, 0.220, 0.216, 0.203, 0.201, 0.213, 0.212, 0.214, 0.209, 0.200]}

---

[2]
{"formula": "C11H14BN7Sn", "method": "ωB97M-V/def2-TZVPD", "charge": 2, "lumo_ha": [-0.3186, -0.4151], "homo_ev": [-15.643, -15.481], "species": ["C", "N", "N", "C", "C", "B", "N", "N", "C", "C", "C", "Sn", "N", "N", "C", "C", "C", "H", "H", "H", "H", "H", "H", "H", "H", "H", "H", "H", "C", "H", "H", "H", "N", "C"], "xyz": [[2.64717, -1.68666, 1.39591], [2.06989, -1.36772, 0.17909], [2.13407, -2.47815, -0.60512], [2.78812, -3.48560, 0.02559], [3.09989, -2.99274, 1.29230], [1.64744, -2.41309, -2.09789], [0.09393, -2.31607, -1.89024], [-0.33123, -1.11196, -1.42212], [-1.76286, -1.10478, -1.58281], [-2.08521, -2.33217, -2.07904], [-0.93658, -3.08291, -2.27963], [0.96334, 0.33717, -0.36148], [2.10416, -1.13917, -2.76102], [1.81531, 0.06136, -2.21601], [2.08833, 1.05166, -3.10065], [2.63163, 0.42706, -4.27136], [2.62106, -0.97259, -3.99318], [1.87265, 2.07188, -2.89989], [3.05404, -1.74544, -4.55538], [2.98928, 0.88245, -5.14055], [1.93727, -3.46618, -2.67501], [-0.70349, -4.18749, -2.52544], [2.90507, -4.43363, -0.52723], [-3.10738, -2.68907, -2.20199], [3.58803, -3.53644, 2.08430], [-2.35075, -0.13108, -1.34602], [2.64815, -0.91959, 2.23221], [-1.03294, 3.74396, -2.18056], [-1.78422, 2.92726, -2.25431], [-1.90344, 2.28550, -3.23740], [-2.43928, -0.39215, 3.24057], [-2.43801, 2.68805, -1.37782], [-0.88605, -0.05638, 1.57547], [-1.68399, -0.19788, 2.41411]], "forces_ev_per_a": [[-0.6279, 0.6815, -0.8493], [0.6693, -0.8391, 1.8709], [0.9878, 0.0130, -0.6225], [-1.0019, 1.5384, -0.4700], [0.4373, -0.4373, 1.0061], [-0.6157, -1.9782, 1.0665], [0.0344, 0.8276, -0.1658], [-3.7990, 0.1338, -0.3109], [3.0375, 1.7026, 0.9402], [-2.2772, -0.8755, -0.2566], [1.4706, -1.1025, 0.4614], [-1.4005, -0.9403, -0.0605], [0.6379, 0.2782, -0.5893], [0.8506, 1.5110, -1.7542], [1.0172, -2.9912, -1.7218], [-1.0365, -1.2331, 2.5567], [-0.3247, 3.3910, 0.8326], [0.0674, 0.5838, 0.2425], [0.0766, -1.0637, -0.5676], [0.3958, 0.6031, -1.0403], [-0.0958, 1.0204, 0.2997], [-0.7848, 2.2306, 0.0576], [0.1560, 0.6651, 0.7430], [0.4140, 0.1131, -0.2356], [0.0506, -0.0180, -0.0598], [1.0554, -2.2971, -0.3072], [0.1715, -1.3469, -1.2109], [-0.7649, -0.6453, -0.1748], [0.1136, -1.4677, -0.8044], [0.2943, 1.5691, 2.1512], [1.2784, 0.4168, -1.4305], [0.6167, 0.4120, -0.9592], [-1.8478, -0.3155, 1.9558], [0.7435, -0.1397, -0.5930]], "nbo_charge": [0.014, -0.501, -0.297, 0.062, -0.307, 0.531, -0.297, -0.491, -0.007, -0.324, 0.045, 1.665, -0.325, -0.486, 0.012, -0.289, 0.072, 0.235, 0.258, 0.261, 0.020, 0.275, 0.271, 0.268, 0.270, 0.237, 0.257, 0.217, -0.169, 0.232, 0.303, 0.208, -0.463, 0.243]}

---

[3]
{"formula": "C24H34N2O6", "method": "ωB97M-V/def2-TZVPD", "lumo_ha": 0.0200, "smiles": "CCOC(=O)C1CCN(C(=O)c2ccc(OC3CCN(C(=O)CCOC)CC3)cc2)CC1", "de_lowest_kj_mol": 6.3, "homo_ev": -8.614, "species": ["C", "C", "H", "H", "O", "C", "O", "C", "C", "H", "H", "C", "N", "C", "O", "C", "C", "C", "C", "C", "C", "H", "H", "O", "C", "C", "H", "H", "C", "N", "C", "O", "C", "C", "O", "C", "H", "H", "H", "H", "H", "H", "H", "C", "C", "H", "H", "H", "H", "H", "H", "H", "H", "H", "C", "C", "H", "H", "H", "H", "H", "H", "H", "H", "H", "H"], "xyz": [[-8.31301, -3.38322, -0.52132], [-7.01284, -2.89893, -1.14563], [-7.22385, -2.22314, -1.98088], [-6.40295, -3.73729, -1.48845], [-6.19799, -2.21409, -0.19129], [-6.46894, -0.92270, 0.02670], [-7.33593, -0.31545, -0.54383], [-5.55204, -0.35217, 1.09915], [-4.07911, -0.61751, 0.76670], [-3.92554, -1.67643, 0.55902], [-3.46646, -0.33838, 1.62665], [-3.64455, 0.21699, -0.44257], [-3.87621, 1.61710, -0.18649], [-2.91727, 2.53376, 0.09654], [-3.18033, 3.62658, 0.56708], [-1.51004, 2.16574, -0.24789], [-1.14144, 1.83395, -1.55016], [0.17829, 1.59213, -1.86010], [1.17055, 1.67490, -0.87860], [0.80514, 2.01659, 0.41976], [-0.52184, 2.27129, 0.71945], [-0.79743, 2.55719, 1.72355], [1.54006, 2.10391, 1.20450], [2.43093, 1.41744, -1.31154], [3.53399, 1.51339, -0.42247], [3.66749, 0.25488, 0.44593], [2.74621, 0.07517, 1.00276], [4.48843, 0.40804, 1.14585], [3.97282, -0.95399, -0.44355], [5.18177, -0.72675, -1.19322], [6.40593, -1.25554, -0.96727], [7.37351, -0.92266, -1.62261], [6.53657, -2.35344, 0.08786], [6.41837, -1.82676, 1.52485], [6.78319, -0.46524, 1.55922], [6.91925, 0.03775, 2.86103], [7.70144, -0.49534, 3.41516], [7.19630, 1.08538, 2.76319], [5.97809, -0.04250, 3.42267], [5.39215, -1.93858, 1.91424], [7.08092, -2.40793, 2.18502], [7.53566, -2.76438, -0.06048], [5.80801, -3.14599, -0.08522], [5.06202, 0.40753, -2.08739], [4.79041, 1.67799, -1.28302], [4.65758, 2.52064, -1.96142], [5.63998, 1.87750, -0.62912], [5.99684, 0.49665, -2.64153], [4.23620, 0.22612, -2.78153], [4.04785, -1.86020, 0.15373], [3.15104, -1.08064, -1.15965], [3.41821, 2.40166, 0.21497], [0.47672, 1.34513, -2.86694], [-1.89233, 1.78586, -2.32531], [-5.26428, 1.93258, 0.08317], [-5.78440, 1.14855, 1.28762], [-6.84933, 1.34743, 1.40724], [-5.26208, 1.48082, 2.18634], [-5.32650, 3.00511, 0.27309], [-5.85938, 1.68509, -0.80060], [-2.58773, 0.04524, -0.64817], [-4.22851, -0.08015, -1.32237], [-5.80636, -0.88543, 2.02286], [-8.87870, -3.95142, -1.25393], [-8.10553, -4.01687, 0.33764], [-8.90899, -2.53298, -0.19900]], "forces_ev_per_a": [[0.3527, 0.2123, -0.0054], [-0.4128, -0.1174, -0.3301], [0.1019, -0.1493, 0.0892], [-0.0503, 0.1305, 0.0179], [0.2080, -0.1756, 0.1420], [0.1250, 0.1708, 0.3003], [-0.1604, 0.0184, -0.1090], [-0.0094, 0.0714, 0.1136], [-0.0522, -0.0521, -0.2131], [0.0506, 0.0125, 0.0497], [0.0267, -0.0149, 0.0075], [0.2444, -0.4305, 0.2137], [-0.1591, 0.0148, -0.1534], [0.0738, -0.0036, -0.1016], [0.0707, 0.2048, 0.2130], [0.2279, 0.1546, 0.0387], [0.0597, 0.0392, 0.1904], [0.1927, -0.0252, 0.0235], [-0.3096, -0.0143, -0.0728], [0.3704, -0.0383, -0.0155], [-0.2884, -0.0342, -0.1575], [-0.0215, 0.0605, 0.0876], [0.0887, -0.0243, 0.0366], [-0.0896, -0.0165, -0.1885], [0.5058, 0.1847, 0.4986], [-0.2820, 0.0205, -0.3002], [-0.0084, 0.0301, 0.0523], [0.0172, -0.0234, 0.0804], [-0.1470, -0.0098, 0.3880], [-0.2725, 0.1736, -0.2761], [0.0003, -0.5301, 0.0805], [0.4001, 0.0943, -0.0264], [0.2189, 0.2728, 0.1620], [-0.1579, -0.1529, 0.1048], [0.1173, -0.1031, -0.3024], [-0.0334, 0.0199, 0.1253], [-0.0234, 0.0263, -0.0108], [-0.0042, 0.0006, 0.0935], [0.0350, 0.0240, -0.0058], [0.1139, 0.0150, -0.0299], [-0.1166, 0.0555, -0.0756], [-0.1275, 0.0355, -0.0699], [-0.0084, -0.0320, 0.0308], [0.2654, 0.3001, -0.1949], [-0.3848, -0.1709, -0.0856], [0.0145, 0.0756, 0.0301], [0.0349, 0.0308, 0.0223], [-0.1948, -0.0229, 0.0057], [0.0677, -0.0112, -0.0175], [-0.0117, -0.0123, -0.0562], [0.0657, -0.1053, 0.1145], [-0.0361, -0.1189, -0.1177], [0.0405, -0.0173, -0.1204], [-0.0782, -0.0378, -0.0801], [-0.2888, 0.3684, 0.1761], [-0.0737, -0.1095, -0.2575], [0.0110, 0.0316, 0.0592], [0.0006, 0.0076, 0.0296], [-0.0415, -0.1587, -0.0837], [0.0395, 0.0417, 0.0475], [-0.2043, -0.0292, -0.0390], [0.0866, -0.0132, -0.0422], [0.0028, 0.0016, -0.0831], [-0.0883, -0.0796, -0.0652], [-0.0176, -0.0895, 0.0545], [-0.0766, 0.0238, 0.0074]], "nbo_charge": [-0.634, -0.075, 0.198, 0.189, -0.517, 0.807, -0.607, -0.326, -0.400, 0.227, 0.210, -0.219, -0.441, 0.672, -0.622, -0.187, -0.170, -0.286, 0.400, -0.354, -0.093, 0.216, 0.218, -0.530, 0.097, -0.441, 0.214, 0.225, -0.216, -0.446, 0.704, -0.630, -0.520, -0.053, -0.548, -0.246, 0.171, 0.198, 0.162, 0.156, 0.177, 0.242, 0.221, -0.229, -0.421, 0.222, 0.219, 0.252, 0.198, 0.209, 0.205, 0.185, 0.224, 0.219, -0.234, -0.404, 0.230, 0.213, 0.249, 0.208, 0.231, 0.190, 0.239, 0.218, 0.210, 0.223]}

---

no.,largest force on an atom (Eh/bohr)
1,0.0034
2,0.0742
3,0.0143